Record 1
Entry from the OMol25 dataset: 2 unconnected molecules or ions with the total composition C13H29F4N3O10P2S (ωB97M-V with the def2-TZVPD basis set).

Charge: 0
E, a.u.: -2909.77238
HOMO energy, eV: -7.6
HOMO-LUMO gap, eV: 5.9398

Structure (XYZ):
```
62
Properties=species:S:1:pos:R:3:forces:R:3:nbo_charge:R:1
C -2.79905 -0.47502 4.13642 -0.78 0.47 -0.42 -0.6476
C -2.95449 0.78852 3.26734 0.91 -0.26 0.87 -0.0661
O -1.98293 0.76675 2.21552 -0.10 0.27 -0.45 -0.5273
C -2.44724 0.17372 1.04729 -1.40 -1.62 0.28 -0.1108
C -1.38667 -0.76811 0.38677 0.75 4.83 0.98 0.4660
O -0.40503 -1.05155 1.31247 -0.33 -2.17 -0.09 -0.6831
C -0.58859 0.09312 -0.63802 1.34 -0.66 0.28 -0.2319
C 0.33776 1.15802 0.01539 0.23 -0.53 -0.44 -0.4084
C 1.79600 0.74329 0.25039 -0.14 1.57 0.79 -0.4352
C 2.34698 1.63991 1.37870 -0.22 -1.09 0.33 -0.1969
N 3.68604 1.25037 1.78798 -0.19 0.52 0.11 -0.8581
C 0.17464 -1.05481 -1.36321 -0.73 0.03 -0.19 -0.6372
P 1.04321 -0.67469 -2.93487 -0.90 -1.28 -1.49 2.2283
N 0.89404 -1.74633 -4.06055 -0.50 -0.17 1.00 -1.3222
O 2.59474 -0.50128 -2.62859 -0.14 0.67 0.47 -0.9765
O 0.49361 0.76870 -3.37573 1.51 -0.07 0.64 -0.9718
C -0.86331 -2.21400 -1.42169 1.97 0.41 -1.39 -0.2526
N -1.97194 -1.87969 -0.42938 0.09 -0.86 -1.34 -0.5622
C -2.48242 -3.17120 0.17393 -0.48 -0.42 0.85 -0.2507
C -1.91320 -3.56990 1.52814 1.50 0.46 -0.21 0.0425
F -2.40961 -4.80176 1.84030 -0.49 -0.02 0.01 -0.3291
P -3.30317 -1.47461 -1.60302 -1.54 -0.34 -1.56 2.4890
O -3.70418 -2.67393 -2.29335 0.35 -1.83 0.01 -1.0788
O -4.58233 -0.92865 -0.83387 1.01 0.65 0.68 -0.9699
O -2.79192 -0.41182 -2.64631 -0.35 0.79 1.50 -0.9423
H -3.52159 -1.22308 3.80630 0.22 -0.32 0.13 0.1981
H -1.77789 -0.84200 4.08693 0.10 -0.04 0.00 0.2078
H -3.01168 -0.23402 5.17486 -0.08 -0.11 0.08 0.2389
H -3.96915 0.91814 2.89558 -0.03 0.00 -0.15 0.1770
H -2.70613 1.64633 3.88599 0.03 0.21 -0.19 0.2090
H -2.83645 0.88399 0.31016 0.27 0.21 0.00 0.1924
H -3.31562 -0.45185 1.31577 -0.03 0.02 -0.09 0.1665
H -0.77254 -1.36450 2.15147 0.03 0.38 -0.02 0.4879
H -1.19449 0.71263 -1.28917 -0.50 -0.74 -0.34 0.2501
H -0.09055 1.56038 0.93237 -0.17 -0.19 0.05 0.2362
H 0.36560 1.98389 -0.69354 -0.05 0.14 0.03 0.2255
H 2.37979 1.00230 -0.62964 0.17 -0.60 -0.15 0.2269
H 1.93207 -0.27657 0.59898 -0.04 -0.20 -0.30 0.1882
H 1.68004 1.48199 2.23984 -0.17 0.27 -0.06 0.1454
H 2.29839 2.68858 1.08969 0.16 0.08 0.02 0.2140
H 3.97853 0.38423 1.36077 0.13 0.11 -0.15 0.3399
H 4.30715 2.00779 1.53826 0.51 -0.12 -0.12 0.4180
H 0.95576 -1.51146 -0.76386 0.24 0.76 0.48 0.2719
H 0.34537 -2.53018 -3.72023 0.06 -0.18 -0.55 0.3519
H 3.02718 -1.33572 -2.86922 0.02 0.25 -0.17 0.5312
H 1.28975 1.27617 -3.62718 -0.49 0.41 -0.08 0.5266
H -0.32248 -3.13001 -1.20350 -0.54 -0.23 0.66 0.2454
H -1.21892 -2.36899 -2.44203 -0.62 0.12 0.22 0.2653
H -2.27107 -3.97063 -0.52431 0.05 0.04 -0.21 0.2623
H -3.56607 -3.14879 0.25644 -0.07 0.21 0.10 0.2206
H -2.09280 -2.85149 2.32856 -0.55 -0.14 0.08 0.1651
H -0.82629 -3.66987 1.45783 0.02 0.00 -0.03 0.1850
H -5.10012 -1.71584 -0.59237 -0.25 0.29 -0.18 0.5353
H -3.55360 0.16495 -2.84978 0.43 0.19 -0.31 0.5410
C 5.50287 3.81446 -1.89563 0.17 -0.10 -0.23 0.6735
F 5.81172 4.61268 -2.93069 -0.09 -0.06 0.15 -0.3282
F 4.37617 3.14230 -2.24066 0.06 0.05 0.08 -0.3527
F 6.48533 2.89838 -1.79879 -0.17 0.09 0.05 -0.3332
S 5.28475 4.76586 -0.32870 -0.07 0.70 0.61 2.3608
O 4.19975 5.67312 -0.62764 -0.15 -0.25 -0.28 -0.9942
O 6.56343 5.39941 -0.12550 0.14 -0.25 -0.23 -0.9785
O 4.95646 3.73351 0.63770 -0.09 -0.36 -0.13 -1.0379
```
Positions in Å, forces in eV/Å.

Record 2
Entry from the OMol25 dataset: a molecular structure, C13H29N2NiS4Si (ωB97M-V with the def2-TZVPD basis set).

Energy above the lowest of the compared OMol25 structures with the same formula, charge and spin, kJ/mol: 112.39
Charge: +1
E, a.u.: -4012.62232
HOMO energy (spin up / spin down), eV: -10.2 / -10.6
Multiplicity: 3
HOMO-LUMO gap (spin up / spin down), eV: 7.9727 / 7.3962

Structure (XYZ):
```
50
Properties=species:S:1:pos:R:3:forces:R:3:nbo_charge:R:1
Ni -0.49740 0.02612 0.88577 -0.07 -0.61 -0.32 0.8658
C 2.38259 -0.80761 2.34866 0.02 -0.02 0.06 -0.5400
C 1.42820 -1.10549 3.50132 0.09 -0.06 -0.05 -0.5585
S -0.13045 -0.19843 3.33741 0.08 0.20 0.15 0.2493
C -1.35870 -1.48379 3.66642 -0.07 -0.02 -0.06 -0.5412
C -1.36881 -2.65848 2.69429 0.00 -0.08 0.08 -0.5591
S -1.51041 -2.13959 0.95992 -0.05 0.29 0.05 0.2693
C -0.15919 -3.04095 0.16888 0.02 -0.12 -0.09 -0.5477
C 1.24625 -2.77494 0.68770 -0.02 -0.06 -0.05 -0.5474
S 1.68857 -1.01346 0.68895 0.00 0.06 -0.02 0.2422
H 3.28092 -1.42005 2.43518 -0.01 0.00 0.00 0.2446
H 2.70262 0.23538 2.37619 -0.01 0.00 -0.01 0.2426
H 1.90235 -0.81305 4.43839 0.00 -0.01 -0.01 0.2502
H 1.21972 -2.17227 3.56838 -0.03 0.01 0.01 0.2206
H -2.31018 -0.94987 3.63108 0.00 0.00 0.00 0.2510
H -1.23145 -1.84546 4.68716 0.00 0.01 0.00 0.2455
H -2.22174 -3.29629 2.92828 0.02 0.00 -0.01 0.2524
H -0.47497 -3.27133 2.80495 0.00 0.01 0.00 0.2195
H -0.24341 -2.74353 -0.87717 0.00 0.00 0.03 0.2587
H -0.36676 -4.11102 0.22234 -0.02 0.02 0.03 0.2448
H 1.95495 -3.30314 0.04896 0.01 0.03 0.01 0.2525
H 1.38058 -3.16139 1.69667 -0.02 0.01 0.01 0.2227
S -1.91838 2.01588 1.40550 -0.02 -0.14 0.03 -0.3290
C -0.83769 3.14811 0.73875 -0.07 -0.04 -0.02 0.3428
N 0.09791 3.82083 1.41887 -0.01 -0.09 0.03 -0.5812
C 0.77067 4.82330 0.59448 0.02 0.04 -0.03 -0.2273
C 0.28028 4.45409 -0.82382 0.04 0.07 0.00 -0.2272
N -0.80536 3.52413 -0.53647 -0.07 -0.06 0.01 -0.5680
H 0.08895 3.81634 2.42434 0.03 0.03 0.00 0.4311
H 1.85149 4.73883 0.68519 -0.01 0.04 0.01 0.2173
H 0.47103 5.83120 0.88327 -0.03 -0.02 -0.01 0.2130
H 1.06289 3.97105 -1.41095 -0.02 -0.03 0.01 0.2078
H -0.08594 5.31874 -1.37299 0.04 0.00 0.00 0.2247
H -1.33798 3.02515 -1.23024 0.04 -0.01 -0.03 0.4408
C 1.26006 -1.16854 -3.05690 0.05 0.00 -0.02 -1.1115
Si -0.45268 -0.41931 -2.98187 -0.09 0.00 0.27 1.6168
C -0.54347 1.05923 -4.12873 0.04 -0.06 -0.18 -1.1086
C -1.76095 -1.66552 -3.44916 -0.02 -0.03 -0.04 -1.1104
C -0.78320 0.17598 -1.25803 0.06 -0.42 0.80 -1.1882
H 1.52951 -1.45633 -4.07423 0.00 0.00 -0.03 0.2500
H 1.33987 -2.06364 -2.43541 0.02 -0.02 0.00 0.2170
H 2.00825 -0.45266 -2.70863 0.03 -0.01 0.01 0.2370
H -0.57023 0.74436 -5.17447 0.02 0.00 -0.02 0.2467
H 0.32572 1.70908 -4.00876 0.00 0.04 0.04 0.2317
H -1.44511 1.64674 -3.94732 -0.02 0.01 0.02 0.2335
H -1.66317 -1.97886 -4.48964 0.01 -0.01 -0.02 0.2467
H -2.75716 -1.23646 -3.32585 -0.03 -0.01 0.01 0.2442
H -1.70666 -2.56200 -2.82824 -0.02 -0.02 0.01 0.2276
H -1.79201 0.49951 -1.00364 0.13 0.39 -0.28 0.2269
H 0.06005 0.72945 -0.80478 -0.07 0.69 -0.33 0.1581
```
Positions in Å, forces in eV/Å.